[1]
{
  "formula": "C3H4F2N2",
  "method": "ωB97M-V/def2-TZVPD",
  "molar_mass_g_mol": 106.07,
  "de_lowest_ev": 5.401,
  "multiplicity": 1,
  "homo_ev": [-9.7, -8.9],
  "orbital_gap_ev": [9.232, 8.596],
  "e_lumo_ev": [-0.5, -0.3],
  "total_charge": 0,
  "total_energy_ha": -425.73009,
  "species": ["C", "C", "C", "N", "N", "F", "F", "H", "H", "H", "H"],
  "xyz": [[-1.64293, -0.61914, -0.08933], [0.56609, -0.75528, 0.48225], [0.69002, 0.51376, -0.55419], [-0.70487, -1.24083, 0.37193], [-0.28580, 1.55280, -0.42253], [-2.84821, -0.94154, -0.38261], [-0.32759, 2.06738, 0.85683], [1.14693, -1.51199, 0.13380], [0.99935, -0.44963, 1.47740], [1.72135, 1.04608, -0.26949], [0.68565, 0.33839, -1.60407]]
}

***

[2]
{
  "formula": "C3H4F2N3O2",
  "method": "ωB97M-V/def2-TZVPD",
  "molar_mass_g_mol": 152.08,
  "de_lowest_ev": 1.269,
  "multiplicity": 1,
  "homo_ev": -4.9,
  "orbital_gap_ev": 8.439,
  "e_lumo_ev": 3.6,
  "total_charge": -1,
  "total_energy_ha": -631.10159,
  "species": ["C", "H", "C", "H", "C", "N", "N", "O", "O", "N", "H", "H", "F", "F"],
  "xyz": [[-0.25789, 1.18595, -0.15611], [-0.79378, -0.84419, 1.11006], [-0.14317, -0.32745, -0.09150], [-0.26958, 1.44926, -1.24251], [0.77133, 1.99619, 0.52611], [1.53695, 2.74012, 0.96844], [1.28264, -0.79765, 0.10654], [1.92668, -1.22953, -0.83118], [1.73543, -0.68159, 1.23653], [-0.90935, -0.95779, -1.07356], [-0.88793, -1.96848, -1.01158], [-0.80411, -0.52643, -2.01913], [-1.49883, 1.56148, 0.37628], [-1.68840, -1.59992, 2.10162]]
}

***

[3]
{
  "formula": "C3H4F2O",
  "method": "ωB97M-V/def2-TZVPD",
  "molar_mass_g_mol": 94.06,
  "de_lowest_ev": 1.315,
  "multiplicity": 1,
  "homo_ev": -9.6,
  "orbital_gap_ev": 10.378,
  "e_lumo_ev": 0.8,
  "total_charge": 0,
  "total_energy_ha": -391.62447,
  "species": ["O", "C", "C", "F", "C", "F", "H", "H", "H", "H"],
  "xyz": [[-1.59154, -0.87442, -0.32686], [-1.07806, 0.36496, 0.10425], [0.40177, 0.49221, -0.10045], [0.75278, 1.77878, -0.21931], [1.48107, -0.29928, -0.08817], [1.28915, -1.61244, -0.08719], [-0.97925, -1.56917, 0.02218], [-1.27422, 0.55106, 1.20059], [-1.54737, 1.18143, -0.45973], [2.54565, -0.01313, -0.04531]]
}

***

[4]
{
  "formula": "C3H4F2O",
  "method": "ωB97M-V/def2-TZVPD",
  "molar_mass_g_mol": 94.06,
  "de_lowest_ev": 1.672,
  "multiplicity": 1,
  "homo_ev": -10.7,
  "orbital_gap_ev": 10.845,
  "e_lumo_ev": 0.2,
  "total_charge": 0,
  "total_energy_ha": -391.61133,
  "species": ["O", "C", "C", "F", "C", "F", "H", "H", "H", "H"],
  "xyz": [[1.81523, -0.97876, -0.25330], [1.33622, 0.13546, -0.03532], [-0.12888, 0.45216, -0.38082], [-0.28758, 1.83276, -0.12476], [-0.88282, -0.50370, 0.42781], [-2.08655, -0.69445, -0.36913], [1.82121, 1.02634, 0.30056], [-0.17334, -0.04108, -1.45247], [-1.01900, 0.17524, 1.32235], [-0.39448, -1.40397, 0.56508]]
}

***

[5]
{
  "formula": "C3H4F3N",
  "method": "ωB97M-V/def2-TZVPD",
  "molar_mass_g_mol": 111.07,
  "de_lowest_ev": 0.297,
  "multiplicity": 1,
  "homo_ev": -11.3,
  "orbital_gap_ev": 11.482,
  "e_lumo_ev": 0.2,
  "total_charge": 0,
  "total_energy_ha": -471.04167,
  "species": ["C", "C", "N", "C", "F", "F", "F", "H", "H", "H", "H"],
  "xyz": [[0.10870, 0.30509, 0.33344], [-0.73020, 1.09047, -0.54341], [-1.37854, 0.31818, -1.43829], [-2.30615, 0.90386, -2.33138], [-1.97761, 0.61180, -3.62115], [-2.41451, 2.33105, -2.18883], [-3.58474, 0.46654, -2.20733], [-0.18587, 0.44695, 1.40812], [1.14479, 0.50827, 0.47385], [-0.00829, -0.73896, 0.27617], [-0.97923, 2.06427, -0.46874]]
}

***

[6]
{
  "formula": "C3H4F3NO",
  "method": "ωB97M-V/def2-TZVPD",
  "molar_mass_g_mol": 127.06,
  "de_lowest_ev": 2.923,
  "multiplicity": 1,
  "homo_ev": [-9.1, -7.9],
  "orbital_gap_ev": [9.351, 7.547],
  "e_lumo_ev": [0.2, -0.3],
  "total_charge": 0,
  "total_energy_ha": -546.18904,
  "species": ["C", "C", "C", "N", "O", "F", "F", "F", "H", "H", "H", "H"],
  "xyz": [[0.83230, 0.19135, 0.23473], [-0.31516, -0.32561, 0.98512], [-0.13633, 0.23105, -2.40137], [-0.14843, -0.23231, 2.41480], [1.88647, 0.66809, 0.35876], [-1.44341, 0.56851, -2.27036], [0.47347, 1.14303, -3.17718], [-0.07644, -0.97582, -3.00475], [-0.49245, -1.36473, 0.68996], [-1.19597, 0.24958, 0.67678], [0.06029, 0.71015, 2.71644], [0.55566, -0.86330, 2.77707]]
}

***

[7]
{
  "formula": "C3H4F5O3PRb",
  "method": "ωB97M-V/def2-TZVPD",
  "molar_mass_g_mol": 299.49,
  "multiplicity": 1,
  "homo_ev": -3.1,
  "orbital_gap_ev": 4.200,
  "e_lumo_ev": 1.1,
  "total_charge": -1,
  "total_energy_ha": -1207.40348,
  "species": ["O", "C", "C", "O", "C", "O", "Rb", "P", "F", "F", "F", "F", "F", "H", "H", "H", "H"],
  "xyz": [[-0.46410, 0.05002, -1.42278], [0.71810, -0.45714, -1.99761], [1.75496, -0.36296, -0.87672], [1.24225, 0.64428, -0.03925], [-0.18502, 0.67626, -0.16758], [-0.61421, 1.89741, -0.15946], [-1.88234, 3.61174, 2.24765], [-0.96297, -0.43246, 1.25101], [-1.41197, -1.68715, 0.26563], [-0.57081, 0.78450, 2.41298], [0.41921, -1.23664, 1.69533], [-2.45413, 0.38941, 1.03122], [-1.72382, -1.21311, 2.50064], [0.55618, -1.49219, -2.32910], [0.99612, 0.17764, -2.85384], [1.84174, -1.31447, -0.32923], [2.74083, -0.03516, -1.22890]]
}

***

[8]
{
  "formula": "C3H4F9KO11S3",
  "method": "ωB97M-V/def2-TZVPD",
  "molar_mass_g_mol": 522.34,
  "de_lowest_ev": 0.000,
  "multiplicity": 1,
  "homo_ev": -3.4,
  "orbital_gap_ev": 6.738,
  "e_lumo_ev": 3.3,
  "total_charge": -2,
  "total_energy_ha": -3637.89934,
  "species": ["K", "C", "F", "F", "F", "S", "O", "O", "O", "C", "F", "F", "F", "S", "O", "O", "O", "C", "F", "F", "F", "S", "O", "O", "O", "O", "H", "H", "O", "H", "H"],
  "xyz": [[-1.12046, -1.14533, -0.32261], [1.89457, 3.12225, -0.13758], [2.81182, 2.56056, -0.94359], [1.99730, 2.57119, 1.05751], [2.18877, 4.41673, -0.05185], [0.17267, 2.80913, -0.84982], [0.10928, 1.35577, -0.83816], [-0.66837, 3.51189, 0.10237], [0.09149, 3.38001, -2.19987], [-2.41976, 0.23912, 4.62062], [-1.47651, -0.70171, 4.71665], [-3.61219, -0.40530, 4.52260], [-2.46626, 0.91507, 5.78092], [-2.14607, 1.30910, 3.14473], [-0.92420, 2.04402, 3.45400], [-1.95864, 0.29225, 2.11189], [-3.37352, 2.08499, 3.08519], [2.34692, -2.63972, -3.76856], [3.57624, -2.97455, -3.37111], [2.40929, -2.01716, -4.93921], [1.64949, -3.78425, -3.90521], [1.52227, -1.50207, -2.48710], [1.37597, -2.30782, -1.25580], [2.49012, -0.43675, -2.35375], [0.24385, -1.11540, -3.07023], [1.52407, -0.62719, 0.86258], [1.64150, 0.22562, 0.42051], [1.70865, -1.28581, 0.17195], [-3.19809, -2.91996, -1.29229], [-3.90481, -3.41153, -0.86011], [-2.48539, -3.56314, -1.40467]]
}

***

[9]
{
  "formula": "C3H4FI",
  "method": "ωB97M-V/def2-TZVPD",
  "molar_mass_g_mol": 185.97,
  "de_lowest_ev": 0.571,
  "multiplicity": 1,
  "homo_ev": -9.5,
  "orbital_gap_ev": 10.017,
  "e_lumo_ev": 0.5,
  "total_charge": 0,
  "total_energy_ha": -514.20360,
  "species": ["F", "C", "I", "C", "C", "H", "H", "H", "H"],
  "xyz": [[-0.68390, 1.78627, 0.04818], [-0.62275, 0.38581, 0.00222], [-2.54345, -0.45927, 0.01218], [0.50099, -0.25520, -0.72249], [0.52127, -0.20274, 0.77751], [1.00660, 0.45933, -1.22640], [0.15154, -1.03024, -1.45367], [0.38924, -1.07899, 1.25758], [1.28046, 0.39503, 1.30489]]
}

***

[10]
{
  "formula": "C3H4FN",
  "method": "ωB97M-V/def2-TZVPD",
  "molar_mass_g_mol": 73.07,
  "de_lowest_ev": 1.838,
  "multiplicity": 1,
  "homo_ev": -8.8,
  "orbital_gap_ev": 8.550,
  "e_lumo_ev": -0.3,
  "total_charge": 0,
  "total_energy_ha": -271.23566,
  "species": ["C", "N", "C", "C", "F", "H", "H", "H", "H"],
  "xyz": [[-0.01074, 1.38936, -1.17645], [0.19442, 0.80723, -0.06969], [-0.27042, -0.39836, 0.14789], [0.24702, -1.11330, 1.37821], [-0.92513, -1.16231, -0.78896], [0.53424, 2.28284, -1.42774], [-0.53692, 0.78403, -1.97485], [0.06155, -2.05844, 1.74889], [0.70598, -0.53104, 2.16271]]
}

***

[11]
{
  "formula": "C3H4FN",
  "method": "ωB97M-V/def2-TZVPD",
  "molar_mass_g_mol": 73.07,
  "de_lowest_ev": 3.677,
  "multiplicity": 1,
  "homo_ev": -10.2,
  "orbital_gap_ev": 10.743,
  "e_lumo_ev": 0.5,
  "total_charge": 0,
  "total_energy_ha": -271.16808,
  "species": ["C", "C", "F", "H", "H", "H", "C", "N", "H"],
  "xyz": [[-0.53515, 1.28599, -1.15426], [0.13224, 0.11296, -1.38483], [0.28554, -0.69161, -0.30059], [-0.35183, 1.71171, -0.18057], [-1.03900, 1.91149, -1.90279], [0.39278, -0.46881, -2.21362], [1.99464, 0.94738, 0.86552], [2.82818, 1.63577, 1.27636], [1.93084, 0.75879, 0.01285]]
}

***

[12]
{
  "formula": "C3H4FN",
  "method": "ωB97M-V/def2-TZVPD",
  "molar_mass_g_mol": 73.07,
  "de_lowest_ev": 0.000,
  "multiplicity": 3,
  "homo_ev": [-7.2, -11.2],
  "s2": 2.016,
  "orbital_gap_ev": [8.278, 9.897],
  "e_lumo_ev": [1.1, -1.3],
  "total_charge": 0,
  "total_energy_ha": -271.16221,
  "species": ["C", "C", "C", "N", "F", "H", "H", "H", "H"],
  "xyz": [[-1.18060, -0.75721, 1.28469], [0.97185, 0.76249, -1.30506], [-0.46651, -0.31507, -0.11792], [0.43251, 0.59292, -0.14750], [-1.14030, -0.81951, -1.21695], [-2.18917, -0.99440, 1.32440], [-0.64230, -0.57463, 2.20936], [1.40378, 1.71408, -1.40117], [1.00908, 0.04249, -2.19147]]
}